1.
This record from OMol25 describes a cluster of 2 separate species, C4H12 in total at a distorted geometry. The level of theory is ωB97M-V/def2-TZVPD.

Structure (ORCA input):
```
! wB97M-V def2-TZVPD RIJCOSX def2/J DEFGRID3
* xyz 1 2
C 0.92141 -1.27091 -0.43659
C 2.04572 -0.68738 -1.30248
H 0.69149 -0.70136 0.33683
H 0.04638 -1.42656 -1.10218
H 1.17714 -2.31155 -0.21302
H 2.46213 0.23366 -0.93057
H 1.62806 -0.34570 -2.27838
H 2.98601 -1.28925 -1.50362
C -1.29795 1.49511 1.54747
C -1.64056 0.43685 0.37939
H -0.24516 1.54993 1.77097
H -1.48616 2.42272 1.00095
H -2.07882 1.47114 2.34645
H -2.57382 0.55562 -0.04146
H -1.81784 -0.57153 0.76354
H -0.81805 0.43921 -0.33728
*
```

Computed properties:
⟨S²⟩	0.75
energy above the lowest of the compared OMol25 structures with the same formula, charge and spin	129.9	kJ/mol
HOMO level (spin up / spin down)	-17.2 / -15.6	eV
Kohn-Sham gap (spin up / spin down)	14.4 / 4.0	eV

Atom charges from the natural (NBO) analysis, given in e for atoms 1 to 2:
1. C -0.555
2. C -0.625

---

2.
This record from OMol25 describes a cluster of 15 separate species, C81H183N9O15 in total at a distorted geometry. The level of theory is ωB97M-V/def2-TZVPD.

Structure (ORCA input):
```
! wB97M-V def2-TZVPD RIJCOSX def2/J DEFGRID3
* xyz 0 1
C 1.45039 -4.07197 -0.84469
C 2.39288 -3.22332 -1.71819
C 2.95174 -2.09193 -0.83936
C 3.99049 -1.27674 -1.55176
C 5.16066 -2.23159 -1.96828
C 4.78041 -3.52953 -2.72747
N 3.58107 -4.12971 -1.98003
O 3.10150 -5.24410 -2.82564
C 4.41320 -3.29489 -4.17277
C 5.99223 -4.52839 -2.62580
C 1.69566 -2.80983 -2.96769
H 1.12365 -4.97625 -1.36059
H 0.53239 -3.53399 -0.63577
H 1.97460 -4.32186 0.07750
H 2.09733 -1.48435 -0.46244
H 3.40794 -2.50508 0.05112
H 4.40120 -0.51168 -0.86081
H 3.61240 -0.65974 -2.34128
H 5.46270 -2.59657 -0.97477
H 5.98236 -1.60608 -2.37987
H 3.86347 -2.39115 -4.28119
H 5.28667 -3.13938 -4.84122
H 3.89645 -4.12815 -4.65265
H 6.09041 -4.93821 -1.66087
H 5.78537 -5.37079 -3.26648
H 6.91850 -4.02606 -2.86776
H 0.70993 -2.44389 -2.60519
H 1.60502 -3.70979 -3.53730
H 2.24066 -2.07468 -3.54823
H 3.35098 -5.97775 -2.26027
C -1.60124 0.22396 -6.29941
C -0.21357 -0.04134 -6.92379
C -0.03546 0.88785 -8.11317
C 1.47886 0.89991 -8.59354
C 2.39752 1.26440 -7.38299
C 2.16192 0.25375 -6.28477
N 0.78058 0.32500 -5.89686
O 0.61866 -0.51660 -4.76189
C 2.76422 -1.15782 -6.68495
C 3.03987 0.62019 -5.07409
C -0.18602 -1.52931 -7.29499
H -2.45321 -0.00925 -6.89827
H -1.63624 1.29194 -6.07855
H -1.80812 -0.25090 -5.37069
H -0.79638 0.63160 -8.88100
H -0.28521 1.89131 -7.72387
H 1.69291 1.69555 -9.35760
H 1.85190 -0.00265 -9.01863
H 2.20849 2.29267 -6.98224
H 3.41426 1.19939 -7.68371
H 3.83543 -1.15688 -6.63140
H 2.35983 -1.92590 -5.98114
H 2.55548 -1.42522 -7.71532
H 3.21904 -0.17319 -4.33755
H 4.05531 0.89864 -5.31300
H 2.77039 1.47598 -4.44719
H -1.20986 -1.76989 -7.65829
H -0.00185 -2.13892 -6.39449
H 0.49259 -1.78911 -8.08739
H 0.55729 0.02161 -3.95616
C -3.43533 -3.32871 1.18382
C -3.87402 -4.59443 1.92114
C -3.94997 -5.84943 1.05273
C -2.58281 -6.45461 0.79279
C -1.77724 -6.71165 2.03448
C -1.71842 -5.45378 2.98363
N -3.04496 -4.91291 3.10630
O -3.05104 -3.80806 4.01312
C -1.21082 -5.95678 4.35848
C -0.67123 -4.44822 2.49880
C -5.31006 -4.26598 2.35137
H -2.40415 -3.38561 0.88532
H -3.57099 -2.45921 1.83844
H -4.16785 -3.12726 0.37335
H -4.67956 -6.53258 1.49590
H -4.40336 -5.45424 0.14448
H -2.05137 -5.86789 0.02453
H -2.74157 -7.40130 0.29409
H -0.81059 -7.08845 1.84951
H -2.20569 -7.51739 2.63127
H -0.53205 -6.81024 4.26281
H -0.79863 -5.14303 4.94853
H -2.05568 -6.29308 4.90264
H -0.60213 -3.59549 3.16290
H 0.33500 -4.91962 2.55017
H -0.86104 -4.11106 1.48318
H -5.30780 -3.52943 3.14588
H -5.74537 -5.16144 2.81050
H -5.86455 -3.93383 1.47529
H -2.87391 -3.02932 3.52571
C 1.98130 3.87415 3.97033
C 0.95768 4.81116 4.61931
C -0.53188 4.42789 4.34276
C -0.99499 3.16409 4.96566
C -0.79683 3.20488 6.46727
C 0.63603 3.43352 6.82867
N 1.11501 4.68705 6.12479
O 2.51621 4.81216 6.38306
C 0.71810 3.67488 8.35410
C 1.46209 2.19000 6.55471
C 1.29696 6.25473 4.22187
H 1.99888 4.01963 2.86569
H 1.72904 2.82156 4.16821
H 2.96612 3.99794 4.37659
H -1.13214 5.25422 4.73977
H -0.72314 4.44600 3.28001
H -0.54986 2.26315 4.56533
H -2.06885 2.97191 4.75417
H -1.19378 2.33131 6.96157
H -1.33667 4.07439 6.77693
H -0.00432 4.46675 8.60705
H 0.57158 2.72906 8.94207
H 1.69228 4.05947 8.73492
H 1.22244 1.81986 5.55856
H 2.48456 2.47509 6.68021
H 1.07578 1.41820 7.23749
H 0.79194 6.58438 3.31660
H 2.36444 6.36056 3.96280
H 1.07352 6.94589 5.06080
H 2.43090 5.64807 6.90327
C 4.99501 -1.25753 2.19442
C 4.89963 0.07323 2.96324
C 4.42863 -0.39692 4.40776
C 5.00940 0.45667 5.54156
C 5.28719 1.92687 5.08173
C 6.22427 2.01849 3.85343
N 6.24174 0.77743 3.01553
O 6.58013 0.96067 1.68539
C 5.93692 3.26252 2.98306
C 7.64832 2.10994 4.43385
C 3.85312 0.93264 2.28689
H 3.99121 -1.70686 2.20998
H 5.76264 -1.93207 2.62249
H 5.20616 -1.07912 1.15793
H 3.35506 -0.44197 4.41005
H 4.68644 -1.45401 4.56313
H 5.89361 0.01861 5.93547
H 4.23748 0.50412 6.31434
H 5.84066 2.50263 5.82172
H 4.40362 2.52274 4.93201
H 5.99629 4.20784 3.49908
H 6.69006 3.34091 2.23914
H 4.99073 3.22983 2.44675
H 8.44371 1.96422 3.68740
H 7.74378 3.12229 4.86667
H 7.80427 1.29570 5.18390
H 3.42930 1.74800 2.87100
H 2.98687 0.33855 1.90516
H 4.29592 1.50179 1.46010
H 7.19326 0.20011 1.57166
C 4.93884 6.11081 0.56354
C 3.66414 5.91255 -0.29738
C 3.63240 6.56484 -1.68982
C 4.57775 5.89236 -2.65472
C 4.26289 4.38840 -2.72894
C 4.23881 3.73223 -1.34427
N 3.32832 4.48909 -0.50257
O 3.24523 3.79130 0.75552
C 3.45522 2.35106 -1.53478
C 5.64360 3.43115 -0.73008
C 2.53983 6.56467 0.58073
H 5.80639 5.85962 -0.03232
H 4.92419 5.45041 1.41650
H 5.03085 7.12875 0.87405
H 2.63650 6.30652 -2.06210
H 3.75262 7.63430 -1.61255
H 5.64543 5.96851 -2.53580
H 4.49330 6.33336 -3.65184
H 4.98054 3.88048 -3.41107
H 3.21750 4.21867 -3.13178
H 3.95743 1.60716 -2.16452
H 3.46936 1.90141 -0.55991
H 2.48027 2.62163 -1.83446
H 5.68808 3.07189 0.30883
H 6.11417 2.64913 -1.31047
H 6.30782 4.29381 -0.71201
H 2.71607 7.63092 0.81947
H 2.57149 6.13288 1.55707
H 1.50286 6.43481 0.20403
H 2.31037 3.69862 0.80466
C -0.24693 0.24568 -1.49622
C -1.42822 0.28637 -0.53291
C -1.05654 -0.31031 0.88033
C -0.26792 0.69249 1.68178
C -0.98109 1.99131 1.77203
C -1.20351 2.65165 0.37176
N -2.03566 1.67994 -0.39061
O -2.29706 2.23270 -1.67546
C -2.12187 3.84719 0.56625
C 0.11544 3.06831 -0.30984
C -2.50781 -0.57424 -1.21844
H -0.34451 0.92526 -2.36067
H -0.12052 -0.73851 -1.91335
H 0.70221 0.59935 -1.01423
H -2.02374 -0.42004 1.39579
H -0.51008 -1.24196 0.84187
H 0.80489 0.75607 1.39686
H -0.18545 0.37891 2.71517
H -0.43725 2.77610 2.26837
H -1.95710 2.01363 2.25976
H -3.09058 3.60089 0.99155
H -1.66135 4.59469 1.20965
H -2.33437 4.33173 -0.40902
H 0.48585 4.04276 0.06331
H 0.83720 2.27047 -0.26525
H -0.09309 3.23341 -1.36916
H -2.77604 -0.12568 -2.17023
H -3.40374 -0.85448 -0.67340
H -2.05293 -1.50348 -1.47831
H -1.49983 2.19554 -2.24568
C -2.24241 -2.98422 -4.26944
C -2.02701 -4.48469 -4.29378
C -1.61926 -5.04317 -2.89445
C -1.67325 -6.53678 -2.79533
C -3.12002 -6.94020 -2.91306
C -3.70486 -6.54493 -4.30344
N -3.39519 -5.07928 -4.59935
O -3.85375 -4.63394 -5.84732
C -3.07989 -7.41051 -5.44433
C -5.20805 -6.64531 -4.31691
C -0.98207 -4.81235 -5.37737
H -2.64365 -2.60246 -5.23331
H -1.29321 -2.47830 -4.04563
H -3.02191 -2.78999 -3.53461
H -0.58122 -4.65840 -2.73271
H -2.30122 -4.55492 -2.21101
H -1.19343 -6.78129 -1.83726
H -1.05429 -7.04895 -3.53017
H -3.67749 -6.33205 -2.18928
H -3.42912 -7.95850 -2.74563
H -3.36426 -7.09915 -6.42750
H -2.00314 -7.44989 -5.33661
H -3.46672 -8.43228 -5.42378
H -5.64967 -5.94303 -3.57685
H -5.58749 -6.26127 -5.27571
H -5.48581 -7.67548 -4.10673
H -1.32467 -4.64926 -6.42137
H -0.51908 -5.82104 -5.40594
H -0.09877 -4.16937 -5.32013
H -3.18106 -4.78146 -6.55307
C -4.57305 -0.84530 5.29830
C -5.14236 0.08968 4.22288
C -6.29597 -0.55611 3.46280
C -6.92552 0.39551 2.55269
C -7.43633 1.65648 3.28895
C -6.33636 2.38080 4.12682
N -5.59844 1.33486 4.86508
O -4.56323 1.99934 5.64829
C -5.43878 3.23048 3.23928
C -6.88685 3.33923 5.20498
C -4.01201 0.38612 3.19569
H -3.61793 -0.39292 5.65732
H -4.39631 -1.84623 4.95580
H -5.21609 -0.87790 6.19044
H -5.93112 -1.45163 2.96233
H -6.99422 -0.94278 4.20993
H -7.86518 -0.07259 2.19476
H -6.28388 0.70370 1.73548
H -8.18680 1.33484 4.02120
H -7.79755 2.37971 2.54453
H -4.46230 3.37350 3.70951
H -5.16454 2.75212 2.28360
H -5.93703 4.16773 2.93121
H -6.11608 3.92237 5.72703
H -7.47612 4.11297 4.72877
H -7.42109 2.73794 5.97368
H -3.12360 0.75387 3.67852
H -4.33516 1.11145 2.44403
H -3.65582 -0.46415 2.61055
H -4.97667 2.01877 6.51234
O -5.78897 -1.14225 -0.43564
H -5.41929 -0.34976 -0.84171
H -6.51792 -0.76245 0.03734
O -5.96177 4.85586 -0.53228
H -5.60250 4.61497 -1.41030
H -6.53071 5.61092 -0.75023
O -4.93769 3.83076 -3.12201
H -4.13172 3.51590 -3.54764
H -5.03002 3.06699 -2.48512
O -5.15473 2.16750 -0.46562
H -4.21800 2.01876 -0.37907
H -5.30768 3.07770 -0.14051
O -4.63251 0.20718 -4.02251
H -4.72157 -0.71609 -4.24557
H -5.52992 0.49491 -3.79277
O 0.49113 2.84968 -4.10474
H 0.51116 2.17524 -4.79246
H 0.26995 3.67416 -4.57247
*
```

Computed properties:
energy above the lowest of the compared OMol25 structures with the same formula, charge and spin	0.0	kJ/mol
HOMO level	-8.3	eV
Kohn-Sham gap	8.6	eV

Atom charges from the Löwdin analysis, given in e for atoms 1 to 2:
1. C -0.032
2. C -0.499

---

3.
This record from OMol25 describes a cluster of 2 separate species, C2H5N2O2 in total at a distorted geometry. The level of theory is ωB97M-V/def2-TZVPD.

Structure (ORCA input):
```
! wB97M-V def2-TZVPD RIJCOSX def2/J DEFGRID3
* xyz 1 1
C 0.85172 0.04057 -0.32488
C -0.90033 0.10957 -0.91459
N 3.17097 0.11600 0.02708
N -2.06095 0.08805 -0.00154
O 0.05278 -0.92896 -0.61013
O 0.08580 1.06209 -0.47777
H 3.31026 -0.89505 0.05385
H 3.41372 0.46083 -0.90050
H -2.50632 1.01794 -0.05810
H -1.82836 -0.11598 0.98986
H -2.73364 -0.61663 -0.34129
*
```

Computed properties:
energy above the lowest of the compared OMol25 structures with the same formula, charge and spin	605.2	kJ/mol
HOMO level (spin up / spin down)	-13.7 / -14.0	eV
Kohn-Sham gap (spin up / spin down)	7.1 / 8.5	eV

Atom charges from the natural (NBO) analysis, given in e for atoms 1 to 2:
1. C 0.764
2. C 0.313

---

4.
This record from OMol25 describes an isolated molecule of C3H2N2O2 at a distorted geometry. The level of theory is ωB97M-V/def2-TZVPD.

Structure (ORCA input):
```
! wB97M-V def2-TZVPD RIJCOSX def2/J DEFGRID3
* xyz 0 1
C 0.47660 -1.74142 0.08316
C 0.19508 0.57936 -0.35064
C -0.69960 -1.01351 0.90734
N -0.58092 0.27498 0.62445
N 0.28000 1.70705 -0.99214
O 1.40847 -2.32143 0.60770
O -1.39872 -1.60140 1.66399
H 0.76212 1.77690 -1.85936
H -0.44305 2.33948 -0.68451
*
```

Computed properties:
energy above the lowest of the compared OMol25 structures with the same formula, charge and spin	288.5	kJ/mol
HOMO level (spin up / spin down)	-8.6 / -8.9	eV
Kohn-Sham gap (spin up / spin down)	7.5 / 7.9	eV

Atom charges from the natural (NBO) analysis, given in e for atoms 1 to 2:
1. C 0.509
2. C 0.370

---

5.
This record from OMol25 describes an isolated molecule of C6H2N2 at a distorted geometry. The level of theory is ωB97M-V/def2-TZVPD.

Structure (ORCA input):
```
! wB97M-V def2-TZVPD RIJCOSX def2/J DEFGRID3
* xyz 0 1
C -0.35646 2.40818 0.00279
C -0.41385 1.19972 -0.00159
C -0.44232 -0.23527 -0.13859
C -1.69361 -0.94365 -0.07003
N -2.77628 -1.40973 0.18820
C 0.59872 -1.05122 -0.07538
C 2.00459 -0.74252 0.01881
N 3.20016 -0.61962 0.12899
H -0.59533 3.48931 0.21338
H 0.47437 -2.09520 -0.26656
*
```

Computed properties:
SMILES	C#C/C(C#N)=C\C#N
energy above the lowest of the compared OMol25 structures with the same formula, charge and spin	46.4	kJ/mol
HOMO level	-10.5	eV
Kohn-Sham gap	8.9	eV

Atom charges from the natural (NBO) analysis, given in e for atoms 1 to 2:
1. C -0.122
2. C -0.065

---

6.
This record from OMol25 describes a structure of composition C13H18F5N2O5PSSbSe4Y at a distorted geometry. The level of theory is ωB97M-V/def2-TZVPD.

Structure (ORCA input):
```
! wB97M-V def2-TZVPD RIJCOSX def2/J DEFGRID3
* xyz -2 1
Y -0.29514 -0.89315 -0.04814
N -0.93765 -1.13484 2.39837
N 0.32273 -0.71853 2.88910
C 1.50369 -1.18283 2.28661
O 2.57424 -0.94021 2.82762
O 1.35258 -1.84360 1.17778
H -1.63784 -0.41811 2.63468
H -1.19432 -2.02387 2.81769
H 0.41602 -0.53494 3.87731
Se -2.96447 1.34295 3.54197
Sb -4.69323 0.34385 2.06794
Se -2.96835 -0.53553 -0.26546
Se -1.53741 -1.72715 -2.23086
Se -6.23768 2.03714 1.19834
C 3.16745 3.22506 -1.84148
C 2.06907 2.19068 -1.73951
O 0.83086 2.87450 -1.55777
P -0.45995 1.91539 -1.18516
O -0.06742 1.54796 0.38208
C 0.06527 2.56696 1.42039
C 1.45261 2.50746 2.01457
O -1.45245 3.13923 -1.05179
C -2.89137 3.13846 -1.24251
C -3.44021 4.26140 -0.40046
H 4.13456 2.74128 -1.98545
H 3.20471 3.82557 -0.93178
H 2.97754 3.89473 -2.68114
H 2.26515 1.52343 -0.89203
H 2.02491 1.57772 -2.64556
H -0.72265 2.36706 2.14623
H -0.12465 3.53296 0.95504
H 1.69483 1.50522 2.36665
H 1.50441 3.18762 2.86755
H 2.20840 2.81184 1.28639
H -3.30509 2.17059 -0.95605
H -3.07169 3.30978 -2.30615
H -3.27686 4.05672 0.65832
H -4.51753 4.33462 -0.54532
H -2.96382 5.20681 -0.67250
F 2.09157 -7.63079 0.07372
C 1.68091 -6.56252 -0.62940
C 0.75625 -5.68411 -0.10869
F 0.27503 -5.89925 1.12253
C 0.32750 -4.58362 -0.83650
F -0.55977 -3.80768 -0.18192
C 0.79121 -4.30040 -2.12589
S 0.37414 -2.96292 -3.18832
C 1.74023 -5.21763 -2.60322
F 2.27099 -5.04992 -3.82617
C 2.17352 -6.31971 -1.89698
F 3.06920 -7.16572 -2.43464
*
```

Computed properties:
energy above the lowest of the compared OMol25 structures with the same formula, charge and spin	241.9	kJ/mol
HOMO level	-1.3	eV
Kohn-Sham gap	5.4	eV

Atom charges from the natural (NBO) analysis, given in e for atoms 1 to 2:
1. Y 1.550
2. N -0.742